55
Properties=species:S:1:pos:R:3:forces:R:3 method="wB97M-V/def2-TZVPD" homo_lumo_gap_ev="6.969 / 6.049" de_lowest_kcal_mol=0.0 spin_multiplicity=5 total_charge=+1 s2=6.016 total_energy_ha=-4437.35684
Ir 0.09615 -0.80658 -0.31114 0.1070 0.8283 0.0493
Cl -5.04473 1.19593 -1.78627 0.0173 -0.0085 -0.0105
Cl -1.69109 -1.94180 2.41558 -0.0717 0.0420 -0.0362
Cl -4.57226 -1.03258 3.09915 -0.0262 0.0063 -0.0066
Cl -6.23853 0.57710 1.02034 0.0123 -0.0160 -0.0063
Cl -2.17217 0.24145 -2.49590 -0.0088 -0.0801 0.0796
S 0.57649 1.58064 -0.68350 -0.1139 -0.3712 0.0076
S 1.77311 -1.17560 1.40250 0.0175 0.0574 -0.1015
N 1.31255 -2.89015 -3.84790 0.0486 0.0281 -0.0924
N -1.36817 3.38313 -0.08279 -0.0721 0.0609 -0.2022
N 0.92238 -1.39769 -2.30503 -0.1067 0.0311 0.1302
N 3.62494 0.82972 1.52799 0.1497 -0.0774 -0.0894
N 1.70295 1.41957 2.35430 -0.2647 0.1506 -0.0612
N 0.90100 -4.98921 -1.47618 0.0085 -0.1885 0.0112
N 0.16468 -3.24044 -0.38384 0.0374 -0.2632 0.2966
N -0.55601 2.44072 1.70187 0.1022 -0.1064 0.1042
C 0.04944 -4.34015 0.43201 -0.0463 0.0960 -0.1483
C -4.10529 0.35633 -0.61581 0.0333 -0.0088 0.0065
C 1.46838 -1.65351 -4.44473 -0.0171 -0.1076 0.0197
C 4.67552 0.03609 0.90159 -0.0904 0.0780 0.0538
C -2.02847 3.93286 0.99651 0.0205 -0.0342 -0.1573
C -4.64568 0.07219 0.63857 0.0019 0.0461 -0.0283
C 1.21884 -0.73771 -3.47530 -0.0109 0.0507 0.1132
C -2.58589 -1.00324 1.26377 0.0510 -0.0872 0.0773
C -1.51687 3.34745 2.10012 0.1420 -0.1792 0.0444
C 0.68166 -3.65932 -1.51406 0.0322 0.1460 -0.1014
C -3.89150 -0.63448 1.57542 0.0052 -0.0265 0.0643
C 2.55853 2.49265 2.46659 -0.1286 -0.0836 0.0782
C 2.36480 0.41769 1.77043 0.0630 0.0506 0.0357
C -1.99115 -0.66460 0.05318 0.1716 -0.0111 -0.2168
C 3.75711 2.13329 1.95853 0.0547 -0.0912 -0.0647
C -1.60902 3.72971 -1.48139 -0.0197 -0.0366 0.1342
C 0.50036 -5.43808 -0.23522 0.0240 0.0342 -0.0793
C -0.48084 2.46820 0.36789 -0.1437 0.2098 0.0934
C -2.79879 -0.03799 -0.89255 -0.1329 0.0857 0.0461
C 0.98126 -2.69027 -2.55964 0.0179 -0.1282 -0.0210
B 0.16959 1.45395 2.69829 0.0492 0.0487 0.1151
H -2.18613 4.64956 -1.50735 0.0050 0.0096 0.0093
H -0.66342 3.88056 -1.99419 0.0504 0.0141 0.0136
H 4.99027 -0.77090 1.55833 -0.0037 -0.0174 0.0389
H 1.73012 -1.54572 -5.48269 0.0010 -0.0227 0.0391
H 1.22917 0.33872 -3.53354 -0.0194 -0.0679 0.0299
H -2.79389 4.68051 0.88186 0.0427 -0.0192 -0.0382
H 4.31036 -0.38582 -0.03072 -0.0274 -0.0051 -0.0325
H 0.57546 -6.47361 0.04994 -0.0145 0.0496 -0.0362
H 1.29670 -5.56654 -2.19877 0.0132 0.0092 0.0068
H 5.51923 0.68984 0.70068 0.0034 0.0022 0.0002
H 4.68204 2.67606 1.86732 -0.0234 -0.0555 0.0143
H 2.24563 3.41838 2.91775 -0.0220 -0.0337 -0.0313
H -0.36374 -4.26694 1.42352 0.0397 0.0055 -0.0370
H -1.75406 3.48939 3.14016 0.0335 -0.0287 -0.0400
H 1.39891 -3.77667 -4.31551 -0.0027 0.0101 -0.0163
H -0.26849 0.35564 2.53857 -0.0189 0.0241 0.0732
H 0.01149 1.89428 3.81240 0.0379 -0.0227 -0.1530
H -2.16295 2.93801 -1.98114 -0.0080 0.0035 0.0220

***

6
Properties=species:S:1:pos:R:3:forces:R:3 method="wB97M-V/def2-TZVPD" homo_lumo_gap_ev=8.316 de_lowest_kcal_mol=33.6 total_charge=0 total_energy_ha=-2801.18260
Br 2.32576 -0.24295 -0.00995 -0.4255 0.3567 -0.0343
O -0.63284 -2.95198 -0.64534 0.4165 0.9319 1.3271
O -0.29455 -1.54629 1.14744 0.4333 1.8345 3.7950
C -0.40434 -2.17624 0.21118 -1.3550 -4.1232 -4.9147
C 0.52967 -0.33207 -0.49290 0.3839 -0.2004 -0.1592
H -0.08981 0.23064 0.20002 0.5470 1.2006 -0.0139

***

24
Properties=species:S:1:pos:R:3:forces:R:3 method="wB97M-V/def2-TZVPD" homo_lumo_gap_ev=9.850 de_lowest_kcal_mol=24.3 total_charge=0 total_energy_ha=-426.53402
O -1.03847 2.00026 3.12998 -0.2620 -0.8386 0.0361
C -1.19598 -0.36465 -0.93386 1.3549 1.1692 -0.5833
C 0.20881 0.92014 -2.42055 1.1016 -0.3565 -0.8847
C -0.65975 -2.81580 -0.63825 -0.1950 1.8193 2.0445
C -0.36038 -1.42406 -1.20373 -0.3071 -2.2129 -0.2805
C 0.72802 -1.37159 -2.08681 -0.6690 -0.2102 0.5985
C 1.01689 -0.19967 -2.71357 -0.2230 0.6965 0.3739
C -0.86019 0.86632 -1.55821 -0.6602 -0.6538 0.1151
C -0.06583 1.53016 2.20526 0.6752 0.3965 -1.1169
C 1.34498 1.39413 2.80794 -0.4423 -0.9837 -1.0058
H 0.52401 1.79052 -2.97517 -0.5142 0.5405 0.2344
H -1.78256 1.38657 3.06638 0.1253 0.3610 0.2328
H 1.99519 2.10435 2.30774 0.1858 0.6482 0.9650
H 1.26369 -2.30130 -2.21892 0.2653 0.1178 -0.2586
H -1.50866 1.72656 -1.45918 0.1096 0.1030 0.2420
H -1.67208 -2.79179 -0.21988 -0.1696 -0.5135 -0.6692
H 1.81557 0.45058 2.50415 -0.3745 -0.1598 0.0409
H 1.26034 1.33456 3.88603 0.4243 0.7134 0.1903
H 1.85658 -0.11337 -3.39113 -0.0733 0.0739 -0.0490
H -0.43206 -3.65168 -1.27402 -0.1077 -0.1867 -0.2773
H -0.03039 2.26683 1.38686 0.0873 -0.1029 0.1625
H -1.98057 -0.45884 -0.19762 -0.2709 0.0419 -0.1987
H -0.10037 -2.87886 0.31022 0.3506 -0.4242 -0.3946
H -0.32678 0.60063 1.68634 -0.4111 -0.0385 0.4823

***

28
Properties=species:S:1:pos:R:3:forces:R:3 method="wB97M-V/def2-TZVPD" homo_lumo_gap_ev="4.653 / 4.652" de_lowest_kcal_mol=112.5 total_charge=+1 total_energy_ha=-3072.76877
Br -3.08319 -1.19588 -0.09318 -0.9180 -0.0943 -0.1804
O -2.27068 1.25955 1.31485 -1.1963 0.4968 -0.2171
N -2.82571 2.81096 -0.21279 1.3866 1.4964 4.1043
N -0.01340 0.22188 0.26151 -3.3761 -4.5634 1.7566
C 1.08294 -1.76049 -0.68322 0.1441 -1.0207 3.8887
C 2.00193 0.54869 -1.16349 0.0223 -2.0725 -0.8265
C -2.76565 1.56777 0.24019 0.5472 -1.4870 0.6096
C -3.13683 0.46033 -0.72504 2.1444 -0.4293 1.1354
C 0.84412 -1.58601 1.82893 -0.8848 -0.7155 0.9014
C 0.12317 -1.30922 0.45651 5.3538 3.3441 0.1072
C 2.31817 -0.95551 -0.69431 1.9246 1.1857 -2.4481
C 0.92376 1.08226 -0.27530 1.2314 1.6577 0.5082
H 1.40175 -2.78463 -0.49300 -0.5297 -0.2667 -0.2047
H 1.64113 -0.91942 2.29812 -1.3714 -0.4877 -1.0709
H 0.44250 -1.69106 -1.44268 -1.6930 0.0452 -4.1588
H -0.43923 0.52842 1.14197 0.0734 0.4839 -0.7526
H 0.04787 -1.82623 2.55875 0.4660 0.6759 0.1387
H -3.36981 3.16117 -0.92489 -1.4067 0.5557 -1.9069
H 1.80984 0.59655 -2.28727 0.1587 -0.1386 1.5397
H -0.76431 -1.88149 0.47140 -1.5402 -0.1483 -0.1890
H 2.78632 1.21111 -0.87047 1.1568 0.1140 -0.7560
H 0.34565 1.90969 -0.66284 0.0950 0.5723 -0.6330
H 1.52295 1.55869 0.52490 -0.4803 -0.1102 0.3452
H 2.70734 -0.99908 0.34266 0.3584 0.2691 -0.8026
H -2.68288 3.43862 0.64525 -0.1496 -0.6830 -2.1065
H 1.27849 -2.57480 1.69396 0.4307 -0.0528 0.0245
H 3.08048 -1.45449 -1.47477 -1.4528 1.2458 2.0033
H -3.00671 0.58264 -1.77577 -0.4945 0.1276 -0.8099

***

28
Properties=species:S:1:pos:R:3:forces:R:3 method="wB97M-V/def2-TZVPD" homo_lumo_gap_ev=5.918 total_charge=-1 total_energy_ha=-1174.28776
I 1.49817 0.56520 1.62392 -0.1300 0.1731 -0.1894
O 0.14131 -0.09455 -3.13676 0.3212 0.3203 -0.4373
O 3.45520 -0.29915 -1.94205 0.0770 -0.6747 -0.0995
O 4.09691 -0.07312 0.14572 -0.2255 -0.5404 0.6612
O 5.30951 -1.40168 -1.23232 1.0970 -0.2558 -0.4076
O -1.08225 2.52563 1.35434 0.0671 -0.2165 -0.0457
O 1.33433 -1.20666 -1.58312 0.1352 0.5755 0.2083
C -1.00535 -0.73823 -1.18249 -0.1377 -0.4582 0.2776
C -1.65425 0.41861 -0.76904 0.0868 -0.3628 -0.1885
C -2.54351 -2.08054 0.06462 -0.0503 -0.2155 0.0529
C 0.16542 -0.63799 -2.07936 -0.5007 0.0412 -0.1059
C 4.41523 -0.66897 -1.03224 -0.8905 1.0586 0.0148
C -3.20053 -0.92828 0.49648 0.5146 -0.0852 -0.3779
C -2.73851 0.31395 0.08951 -0.2340 -0.0209 0.1210
C -0.99883 2.91111 2.63964 0.0500 0.1969 0.4078
C -1.43409 -1.99911 -0.75612 -0.0130 0.5346 0.1131
C 2.68287 -0.46271 0.23540 0.9231 0.3109 -0.2573
C 2.25191 -0.19474 -1.20262 -0.4503 -0.4641 0.2761
H 1.80743 0.78989 -1.29619 0.0627 0.1697 -0.3617
H 2.72917 -1.53523 0.39738 -0.5521 -0.1504 0.2836
H -0.75690 2.09440 3.38640 -0.0053 -0.0925 -0.0980
H -2.88973 -3.05587 0.37975 -0.0622 -0.0419 0.0572
H -1.29441 1.38067 -1.09259 0.0081 0.2118 0.1526
H -0.21786 3.68747 2.87414 0.0203 -0.0274 -0.1482
H -3.20485 1.21154 0.45590 0.0866 0.2198 0.0605
H -4.04632 -1.01130 1.15818 -0.1457 0.0308 0.1153
H -1.92763 3.36448 3.08212 -0.0415 -0.0517 -0.1211
H -0.89244 -2.87482 -1.07859 -0.0109 -0.1856 0.0361

***

16
Properties=species:S:1:pos:R:3:forces:R:3 method="wB97M-V/def2-TZVPD" homo_lumo_gap_ev="6.611 / 8.457" de_lowest_kcal_mol=137.1 spin_multiplicity=3 total_charge=+1 s2=2.021 total_energy_ha=-702.08024
S 1.21141 0.06444 -0.13467 -0.5294 -1.2673 1.0958
O 1.45285 1.83209 -0.18717 0.8733 2.4703 -0.8464
N 1.98986 -0.99416 0.58295 0.2201 -1.2237 -0.9980
N -0.60578 0.05885 0.44956 -0.5517 -0.0425 1.7624
C -1.36518 1.27336 0.07691 1.1800 -2.4560 -1.8866
C 0.73940 -0.66353 -1.71751 -0.5058 -0.6409 0.9793
C -0.90413 -0.66974 1.45559 -0.7264 -2.0258 -0.0639
H 2.31765 -0.72914 1.48517 0.4780 0.3376 0.9195
H 1.21037 -0.13221 -2.55585 0.1499 -0.6291 0.2934
H -1.16250 2.03634 0.72464 0.8240 2.0135 1.6278
H -1.88134 -0.85032 1.93135 0.1012 1.5093 -0.2143
H -0.98115 1.49940 -0.92916 -0.9547 0.3850 0.2180
H 0.98074 -1.77823 -1.47680 -0.4082 1.9379 -1.0534
H -0.34883 -0.42535 -1.66532 0.8076 -0.6972 -0.7974
H -0.28581 -1.51632 1.76845 0.7255 0.4105 -0.4660
H -2.36757 0.99453 0.19187 -1.6835 -0.0814 -0.5701